Record 1
92
Properties=species:S:1:pos:R:3 method="wB97M-V/def2-TZVPD" smiles="C#CC[C@H]1OC(=O)O[C@H]1C[C@@H](C)Br.COP(=O)(OC)OC.COP(=O)(OC)OC.COP(=O)(OC)OC.COP(=O)(OC)OC" e_homo_ha=-0.348 homo_lumo_gap_ev=7.77
C 2.863 -0.519 -2.280
C 2.170 0.270 -2.850
C 1.331 1.311 -3.458
C 0.834 2.235 -2.341
O 1.431 3.535 -2.223
C 0.560 4.156 -1.350
O 0.797 4.676 -0.327
O -0.680 3.967 -1.922
C -0.680 2.537 -2.104
C -1.793 1.939 -2.954
C -2.521 0.834 -2.203
C -3.565 0.130 -3.081
Br -1.267 -0.542 -1.559
H 3.299 -1.074 -1.485
H 0.538 0.852 -4.044
H 1.955 1.901 -4.137
H 1.103 1.725 -1.411
H -0.898 2.171 -1.094
H -2.540 2.734 -3.076
H -1.501 1.643 -3.962
H -3.008 1.239 -1.318
H -3.088 -0.747 -3.522
H -4.423 -0.238 -2.522
H -3.888 0.753 -3.918
C 6.409 1.576 -2.145
O 6.945 1.557 -3.470
P 6.869 0.114 -4.298
O 5.407 -0.120 -4.125
O 7.768 -0.675 -3.165
C 9.107 -0.232 -2.900
O 7.060 -1.101 -5.429
C 8.354 -1.662 -5.711
H 5.593 2.295 -2.119
H 6.042 0.604 -1.828
H 7.198 1.897 -1.461
H 9.202 -0.026 -1.835
H 9.358 0.672 -3.456
H 9.808 -1.022 -3.173
H 8.601 -2.409 -4.955
H 9.128 -0.897 -5.742
H 8.305 -2.155 -6.679
C 4.038 -7.883 -1.003
O 4.300 -7.225 -2.241
P 5.552 -6.144 -2.262
O 6.674 -6.953 -1.737
O 4.856 -5.180 -1.122
C 3.526 -4.687 -1.339
O 6.411 -4.895 -2.916
C 5.783 -3.635 -3.223
H 4.167 -8.954 -1.151
H 4.695 -7.550 -0.204
H 3.004 -7.679 -0.718
H 2.905 -4.969 -0.489
H 3.080 -5.093 -2.248
H 3.553 -3.601 -1.415
H 5.713 -3.034 -2.317
H 4.794 -3.773 -3.655
H 6.409 -3.106 -3.935
C -1.121 5.004 2.124
O -1.635 4.020 3.027
P -2.407 2.738 2.327
O -1.406 2.252 1.348
O -3.563 3.693 1.635
C -4.324 4.580 2.463
O -3.399 1.421 2.367
C -4.746 1.512 2.875
H -0.043 5.057 2.251
H -1.347 4.770 1.090
H -1.563 5.972 2.372
H -4.232 5.592 2.069
H -3.979 4.575 3.498
H -5.373 4.284 2.438
H -5.398 1.910 2.097
H -4.796 2.141 3.761
H -5.085 0.514 3.133
C -9.522 -0.220 4.324
O -8.978 0.809 5.153
P -7.590 0.450 5.980
O -6.699 -0.024 4.895
O -8.334 -0.778 6.793
C -9.524 -0.503 7.545
O -6.458 0.621 7.176
C -6.835 0.693 8.561
H -9.533 0.141 3.298
H -8.954 -1.144 4.376
H -10.545 -0.415 4.650
H -10.315 -1.170 7.205
H -9.859 0.528 7.423
H -9.333 -0.691 8.602
H -7.001 -0.314 8.943
H -7.729 1.297 8.706
H -6.011 1.141 9.110

Record 2
75
Properties=species:S:1:pos:R:3 method="wB97M-V/def2-TZVPD" e_homo_ha="-0.180 / -0.237" s_squared=2.011 homo_lumo_gap_ev="4.93 / 6.49" relative_energy_kcal_mol=3.5 multiplicity=3
O -1.202 -2.450 -3.493
O -2.317 -0.574 -4.617
C 0.180 -2.905 -3.540
C 0.368 -4.361 -3.145
H 0.753 -2.276 -2.837
H 0.506 -2.719 -4.576
H 0.442 -4.499 -2.058
H 1.323 -4.703 -3.555
H -0.422 -5.011 -3.530
C -1.840 -2.642 -2.179
C -3.312 -2.884 -2.405
H -1.653 -1.706 -1.622
H -1.357 -3.484 -1.637
H -3.794 -2.027 -2.916
H -3.771 -3.045 -1.415
H -3.458 -3.811 -2.987
C -3.512 0.335 -4.606
C -2.068 -1.259 -5.895
C -4.084 0.607 -3.226
H -4.241 -0.134 -5.272
H -3.157 1.220 -5.152
H -4.730 -0.259 -2.943
H -4.731 1.499 -3.385
H -3.292 0.850 -2.480
C -2.980 -2.446 -5.955
H -0.991 -1.495 -5.833
H -2.285 -0.494 -6.638
H -2.885 -3.096 -5.074
H -2.705 -2.984 -6.853
H -4.018 -2.132 -6.121
H -1.774 -1.171 -3.945
Ni 1.014 1.595 -1.561
C -0.077 0.778 -2.486
Si 0.542 1.435 -4.185
H -1.143 0.885 -2.337
H 0.021 -0.301 -2.344
C 1.694 0.189 -5.063
C 1.435 3.004 -3.655
C -0.695 2.100 -5.503
C 2.725 0.764 -1.680
Si 3.869 1.379 -0.327
H 3.148 0.889 -2.698
H 2.441 -0.308 -1.557
C 5.061 2.621 -1.101
C 4.853 -0.076 0.359
C 2.996 2.214 1.119
H -0.117 2.874 -6.049
H -1.551 2.587 -4.998
H -1.025 1.328 -6.224
H 2.464 -0.187 -4.366
H 2.193 0.742 -5.880
H 1.139 -0.660 -5.504
H 1.793 3.120 -2.605
H 0.723 3.811 -3.860
H 2.289 3.069 -4.340
H 4.997 -0.846 -0.414
H 4.330 -0.531 1.214
H 5.839 0.287 0.688
H 2.364 1.510 1.677
H 2.368 3.060 0.804
H 3.758 2.593 1.818
H 6.018 2.583 -0.559
H 4.659 3.644 -1.045
H 5.255 2.364 -2.153
S -0.557 2.699 -0.343
C -0.513 1.314 0.658
C -1.170 1.275 1.906
C -1.022 0.121 2.680
C -0.211 -0.925 2.197
C 0.415 -0.790 0.961
N 0.286 0.298 0.189
H -1.747 2.143 2.188
H -1.534 0.051 3.639
H -0.059 -1.838 2.794
H 1.079 -1.611 0.564

Record 3
74
Properties=species:S:1:pos:R:3 method="wB97M-V/def2-TZVPD" e_homo_ha="-0.629 / -0.640" homo_lumo_gap_ev="5.11 / 5.03" total_charge=+3
Sc 0.439 -0.301 0.196
P -0.629 2.040 1.819
P -2.456 -0.322 -0.006
P 2.379 1.493 0.239
H 0.849 -1.966 -5.854
C 1.751 -1.868 -5.236
C 2.028 -2.712 -4.245
H 1.424 -3.602 -4.064
C -1.178 3.492 0.856
C -2.086 1.769 2.903
C 0.434 2.865 3.068
C -2.960 -1.701 -1.093
C -3.749 -0.604 1.290
C -3.239 1.143 -0.863
C 3.654 0.913 -0.934
C 3.442 1.735 1.731
C 2.177 3.238 -0.299
H 2.489 -1.169 -5.631
H 2.999 -2.698 -3.776
H -1.454 4.326 1.502
H -2.054 3.251 0.241
H -0.356 3.847 0.215
H -2.221 2.574 3.634
H -1.937 0.843 3.476
H -3.014 1.703 2.322
H -0.171 3.449 3.758
H 1.171 3.537 2.618
H 0.955 2.101 3.660
H -4.004 -2.016 -0.957
H -2.322 -2.570 -0.887
H -2.783 -1.395 -2.134
H -4.637 0.030 1.140
H -3.331 -0.404 2.278
H -4.082 -1.654 1.269
H -4.140 0.814 -1.367
H -2.543 1.550 -1.590
H -3.500 1.914 -0.138
H 4.501 1.606 -0.885
H 3.293 0.868 -1.971
H 3.991 -0.086 -0.633
H 4.445 2.035 1.422
H 3.525 0.771 2.274
H 3.021 2.475 2.407
H 3.145 3.610 -0.643
H 1.809 3.891 0.497
H 1.467 3.272 -1.134
C 0.305 -1.106 -2.871
C 0.495 0.205 -3.373
C -0.379 0.705 -4.343
C -1.398 -0.128 -4.844
C -1.557 -1.432 -4.355
C -0.689 -1.955 -3.418
S 1.395 -1.806 -1.754
H -0.501 0.209 -1.211
H 1.346 0.775 -2.986
H -0.276 1.741 -4.704
H -2.080 0.201 -5.638
H -2.377 -2.061 -4.731
H -0.704 -3.019 -3.100
C 0.430 -1.383 4.534
C 1.241 -1.056 3.270
O 0.547 -1.419 2.022
C -0.044 -2.796 2.053
C 0.989 -3.836 2.431
H 0.349 -2.460 4.705
H -0.584 -0.946 4.501
H 0.929 -0.929 5.414
H 2.209 -1.592 3.277
H 1.454 0.029 3.246
H -0.864 -2.684 2.790
H -0.490 -2.980 1.061
H 1.467 -3.606 3.371
H 0.507 -4.816 2.535
H 1.737 -3.941 1.641

Record 4
79
Properties=species:S:1:pos:R:3 method="wB97M-V/def2-TZVPD" smiles="CC[C@H](C)P(F)(CCCCl)(CC(=O)F)P(O)Cl.CCN(CC)CC.CCN(CC)CC" e_homo_ha=-0.295 homo_lumo_gap_ev=8.21
C -4.133 -1.623 1.126
C -3.402 -0.372 1.710
C -2.758 0.553 0.610
C -3.935 1.278 -0.118
P -1.536 -0.340 -0.478
F -1.132 -1.436 0.810
C 0.244 0.239 -0.378
C 0.619 0.710 1.068
C 2.083 1.270 1.042
Cl 2.632 1.298 2.776
C -1.920 -1.896 -1.516
C -1.195 -3.114 -0.912
O -1.720 -3.979 -0.388
F 0.155 -3.085 -1.093
P -1.959 0.922 -2.284
O -0.623 0.845 -3.322
Cl -3.473 0.043 -3.461
H -5.012 -1.836 1.760
H -4.485 -1.393 0.102
H -3.454 -2.489 1.082
H -4.178 0.219 2.236
H -2.672 -0.633 2.496
H -2.217 1.332 1.184
H -4.469 0.654 -0.855
H -4.690 1.503 0.663
H -3.665 2.264 -0.530
H 0.451 1.103 -1.033
H 0.898 -0.594 -0.694
H -0.053 1.544 1.323
H 0.626 -0.112 1.793
H 2.703 0.521 0.523
H 2.140 2.268 0.588
H -2.992 -2.112 -1.577
H -1.433 -1.720 -2.491
H -0.183 1.696 -3.161
C 4.257 3.020 -7.822
C 3.776 1.813 -7.031
N 2.938 2.158 -5.895
C 2.707 1.043 -4.990
C 1.922 -0.160 -5.520
C 1.770 2.975 -6.188
C 0.751 2.435 -7.196
H 4.777 3.730 -7.176
H 4.957 2.698 -8.596
H 3.437 3.539 -8.322
H 4.662 1.289 -6.661
H 3.268 1.121 -7.719
H 2.215 1.414 -4.085
H 3.685 0.684 -4.649
H 0.857 0.055 -5.594
H 2.028 -0.997 -4.825
H 2.281 -0.498 -6.493
H 2.120 3.948 -6.548
H 1.254 3.207 -5.251
H 1.225 2.009 -8.082
H 0.106 3.250 -7.535
H 0.101 1.681 -6.753
C 0.389 -2.616 8.777
C 0.472 -1.416 7.844
N 0.754 -1.771 6.464
C 1.102 -0.626 5.635
C 0.028 0.440 5.404
C -0.153 -2.730 5.853
C -1.644 -2.378 5.804
H 1.299 -3.217 8.723
H 0.275 -2.274 9.808
H -0.465 -3.255 8.550
H 1.278 -0.773 8.208
H -0.458 -0.835 7.937
H 1.459 -0.983 4.665
H 1.971 -0.137 6.089
H -0.730 0.102 4.696
H 0.488 1.332 4.971
H -0.466 0.744 6.328
H -0.047 -3.681 6.383
H 0.193 -2.951 4.839
H -2.007 -1.966 6.747
H -2.225 -3.281 5.600
H -1.868 -1.671 5.006

Record 5
77
Properties=species:S:1:pos:R:3 method="wB97M-V/def2-TZVPD" e_homo_ha=-0.624 homo_lumo_gap_ev=6.12 relative_energy_kcal_mol=11.4 total_charge=+3
C 3.570 -2.063 -5.436
C 2.440 -2.015 -4.550
H 3.337 -2.774 -6.246
H 4.462 -2.376 -4.872
H 3.770 -1.056 -5.829
O 1.350 -2.436 -4.333
I 3.421 -0.153 -2.670
Sn 1.095 -0.333 -1.205
P 0.021 1.148 -3.135
C -1.772 1.404 -3.178
C 0.644 2.829 -2.819
H 0.075 3.518 -3.463
H -0.326 1.810 -5.355
H 1.710 2.882 -3.067
H 1.349 1.150 -5.182
H -2.159 1.752 -2.213
H 0.512 3.115 -1.769
C 0.299 1.005 -4.918
H -1.969 2.166 -3.953
H -0.052 0.028 -5.279
H -2.275 0.466 -3.450
P 2.011 -2.700 -0.400
C 0.853 -3.858 0.394
C 2.993 -3.917 -1.323
H 4.051 -1.766 0.543
H 3.508 -3.245 1.409
H 2.711 -1.665 1.713
C 3.180 -2.298 0.948
H 3.934 -3.494 -1.694
H 3.200 -4.725 -0.591
H 1.452 -4.664 0.851
H 0.186 -4.283 -0.366
H 2.403 -4.322 -2.161
H 0.227 -3.382 1.155
C -0.349 -1.759 -2.274
O -1.353 -2.344 -2.227
C 1.141 2.664 1.343
C 0.341 1.872 2.401
C 1.359 1.094 3.256
C -0.365 2.870 3.339
P -0.884 0.682 1.603
N -0.103 0.035 0.356
C -1.349 -0.752 2.787
C -1.813 -0.198 4.139
C -2.452 -1.587 2.106
C -0.141 -1.692 2.995
C -2.413 1.563 0.964
C -2.011 2.875 0.265
C -3.178 0.696 -0.080
C -3.411 1.899 2.107
H 1.986 3.187 1.835
H 0.512 3.425 0.865
H 1.550 1.990 0.573
H 2.073 1.830 3.667
H 0.862 0.582 4.089
H 1.926 0.361 2.659
H -1.053 3.544 2.812
H -0.939 2.374 4.133
H 0.428 3.467 3.826
H -2.799 0.273 4.111
H -1.860 -1.023 4.865
H -1.137 0.541 4.568
H -2.210 -1.862 1.071
H -2.564 -2.513 2.681
H -3.447 -1.130 2.119
H 0.416 -1.843 2.066
H 0.579 -1.367 3.750
H -0.509 -2.670 3.328
H -1.208 2.712 -0.460
H -2.891 3.278 -0.271
H -1.697 3.660 0.959
H -2.553 0.347 -0.908
H -3.650 -0.177 0.371
H -3.974 1.322 -0.506
H -4.023 1.049 2.458
H -2.933 2.316 3.005
H -4.113 2.657 1.697

Record 6
75
Properties=species:S:1:pos:R:3 method="wB97M-V/def2-TZVPD" e_homo_ha=-0.443 homo_lumo_gap_ev=9.45 total_charge=+1
C -0.612 -0.794 2.365
O 0.662 -0.633 2.996
C 0.663 0.508 3.843
C 1.989 0.626 4.612
C 2.572 2.050 4.499
C 4.001 2.145 3.932
C 4.293 1.269 2.715
C 3.783 1.880 1.401
P 4.356 0.894 -0.043
C 2.920 0.495 -1.105
C 2.404 -0.952 -0.876
C 1.436 -1.300 -2.039
C 0.078 -1.852 -1.551
C -1.045 -1.314 -2.445
C -2.448 -1.543 -1.824
C -3.231 -0.259 -1.561
C -2.414 0.806 -0.855
O -3.220 1.953 -0.505
C -4.065 1.671 0.526
C -5.537 1.601 0.170
O -3.702 1.526 1.630
H -0.459 -0.690 1.292
H -1.329 -0.048 2.699
H -1.013 -1.778 2.588
H 0.435 1.417 3.279
H -0.149 0.383 4.564
H 2.682 -0.165 4.346
H 1.727 0.456 5.650
H 1.914 2.722 3.955
H 2.625 2.451 5.508
H 4.131 3.178 3.604
H 4.759 1.979 4.692
H 5.380 1.225 2.620
H 3.961 0.237 2.802
H 2.698 1.902 1.346
H 4.224 2.867 1.281
H 4.999 -0.284 0.365
H 5.235 1.641 -0.842
H 3.162 0.601 -2.155
H 2.123 1.175 -0.817
H 3.272 -1.610 -0.885
H 1.903 -1.066 0.083
H 1.267 -0.418 -2.652
H 1.951 -2.023 -2.664
H -0.087 -1.587 -0.513
H 0.094 -2.924 -1.706
H -1.010 -1.886 -3.370
H -0.878 -0.274 -2.712
H -3.032 -2.138 -2.521
H -2.315 -2.158 -0.937
H -3.575 0.144 -2.513
H -4.131 -0.519 -1.006
H -1.892 0.430 0.027
H -1.661 1.179 -1.539
H -5.964 2.592 0.283
H -6.011 0.884 0.825
H -5.651 1.253 -0.853
C -0.363 -6.684 -1.738
C -1.108 -5.895 -0.677
O -1.696 -4.716 -1.228
H 0.418 -6.071 -2.191
H 0.094 -7.578 -1.314
H -1.041 -6.988 -2.540
H -0.427 -5.576 0.111
H -1.894 -6.507 -0.225
H -2.310 -4.991 -1.919
C -1.764 4.998 -3.242
C -1.785 3.482 -3.262
O -0.454 2.961 -3.136
H -1.146 5.381 -4.055
H -2.770 5.405 -3.343
H -1.332 5.365 -2.307
H -2.196 3.118 -4.203
H -2.391 3.087 -2.445
H -0.104 3.284 -2.298

Number 1: maximum force 0.1511 Eh/bohr. Number 2: maximum force 0.1920 Eh/bohr. Number 3: maximum force 0.0487 Eh/bohr. Number 4: maximum force 0.0850 Eh/bohr. Number 5: maximum force 0.1353 Eh/bohr. Number 6: maximum force 0.0528 Eh/bohr.